Computed, not measured: a molecular structure, C28H40N3Sb2Ta, with ωB97M-V with the def2-TZVPD basis set.

Last column: Löwdin charge in e.
Positions of all 74 atoms, in Å:
Ta 0.41 -0.57 -0.52  1.4550
C 1.33 0.41 -3.24  -0.0196
N -0.01 0.15 -2.61  -0.3169
C -0.82 1.41 -2.57  -0.0277
C -0.71 -0.87 -3.44  -0.2017
C -1.10 -0.69 -4.75  0.0271
C -1.68 -1.78 -5.41  0.0191
C -1.83 -3.01 -4.78  0.0071
C -1.42 -3.19 -3.46  0.0382
C -0.88 -2.10 -2.81  -0.2011
N -0.40 -2.02 -1.49  -0.0920
C -0.45 -2.92 -0.41  -0.2561
C -1.56 -3.70 -0.08  0.0176
C -1.54 -4.41 1.10  0.0280
C -0.47 -4.29 2.00  0.0219
C 0.62 -3.50 1.71  0.0228
C 0.67 -2.84 0.47  -0.2537
N 1.83 -2.09 0.00  -0.3361
C 2.59 -2.78 -1.10  0.0332
C 2.77 -1.68 1.09  -0.0335
H 1.19 0.71 -4.28  0.1263
H 1.91 -0.52 -3.24  0.1098
H 1.85 1.20 -2.71  0.0375
H -0.95 1.80 -3.58  0.1213
H -0.31 2.16 -1.98  0.0552
H -1.81 1.19 -2.16  0.1086
H -0.97 0.25 -5.27  0.1385
H -2.00 -1.66 -6.43  0.1427
H -2.26 -3.84 -5.32  0.1418
H -1.52 -4.15 -2.98  0.1322
H -2.40 -3.76 -0.75  0.1404
H -2.38 -5.06 1.35  0.1489
H -0.48 -4.85 2.93  0.1475
H 1.45 -3.46 2.40  0.1352
H 3.10 -3.64 -0.67  0.1324
H 3.33 -2.09 -1.51  0.1101
H 1.91 -3.12 -1.88  0.1034
H 3.23 -2.57 1.53  0.1251
H 2.25 -1.13 1.86  0.0955
H 3.55 -1.07 0.64  0.1033
C -3.55 -0.82 0.82  -0.2357
Sb -1.73 0.15 1.26  1.3754
C -1.21 -0.33 3.26  -0.2345
C -2.14 2.29 1.26  -0.2389
C -1.31 3.00 2.28  -0.3009
C -1.80 3.07 3.59  -0.0357
C -1.10 3.75 4.57  -0.0142
C 0.10 4.38 4.25  -0.0095
C 0.58 4.33 2.95  -0.0280
C -0.11 3.64 1.95  -0.2885
C 0.45 3.67 0.56  -0.2564
Sb 1.80 2.02 0.15  1.3137
C 2.89 1.89 1.96  -0.2558
C 3.19 2.89 -1.21  -0.2552
H -3.80 -0.71 -0.23  0.0288
H -4.32 -0.34 1.43  0.0453
H -3.49 -1.88 1.08  0.0137
H -2.09 -0.15 3.88  0.0474
H -0.40 0.32 3.59  0.0235
H -0.93 -1.38 3.33  0.0095
H -3.20 2.29 1.52  0.0921
H -2.04 2.65 0.24  0.0537
H -2.75 2.62 3.83  0.1300
H -1.50 3.82 5.57  0.1327
H 0.63 4.94 5.01  0.1334
H 1.49 4.87 2.71  0.1296
H 1.10 4.53 0.42  0.0906
H -0.31 3.70 -0.22  0.0546
H 3.25 2.89 2.18  0.0413
H 3.74 1.22 1.85  0.0216
H 2.25 1.56 2.78  0.0206
H 3.69 3.69 -0.66  0.0443
H 2.67 3.32 -2.07  0.0330
H 3.92 2.16 -1.54  0.0311

Output
gap between HOMO and LUMO: 5.1 eV
HOMO: -18.92 eV
charge: +4
M: 843.12 g mol⁻¹
energy relative to the best compared isomer or geometry (same formula, charge and spin): 0.0 kcal/mol